(1)
ORCA calculation (ωB97M-V/def2-TZVPD) on a 2-piece molecular cluster, C3H10N2O overall.

Its LUMO energy is 0.874 eV. As for the SMILES: NC=O.CNC. The energy relative to the best compared isomer or geometry (same formula, charge and spin) comes out at 1.139 eV. For the HOMO energy, the calculation gives -8.99 eV. The calculation puts the total energy at -305.032787 hartree. The maximum force is 0.0263 hartree/bohr.

```
! RIJCOSX wB97M-V def2-TZVPD def2/J DEFGRID3
* xyz 0 1
N 1.1120 -2.5616 -0.8060
C 0.0044 -1.9137 -1.3227
O -1.0684 -2.4496 -1.4446
H 1.6674 -2.1275 -0.0880
H 0.9898 -3.5593 -0.7094
H 0.2073 -0.8859 -1.6516
C -1.4984 1.5214 0.7682
N -0.3518 0.6599 0.5380
C 0.8860 1.4071 0.3367
H -1.5780 2.2030 -0.0829
H -1.5148 2.1240 1.6771
H -2.4042 0.9269 0.6726
H -0.2100 -0.0325 1.2631
H 1.2907 1.8584 1.2490
H 1.6519 0.6777 0.0475
H 0.8160 2.1517 -0.4470
*
```

Results of the Löwdin charge analysis, in e, for atoms 1 through 6: atom 1 (N): 0.09, atom 2 (C): -0.43, atom 3 (O): 0.02, atom 4 (H): 0.08, atom 5 (H): 0.09, atom 6 (H): 0.11


(2)
ORCA calculation (ωB97M-V/def2-TZVPD) on C19H32O4 as an isolated structure.

Its LUMO energy is 0.613 eV. The energy relative to the best compared isomer or geometry (same formula, charge and spin) comes out at 14.958 eV. For the HOMO energy, the calculation gives -7.72 eV. The calculation puts the total energy at -1043.592226 hartree. The maximum force is 0.3684 hartree/bohr.

```
! RIJCOSX wB97M-V def2-TZVPD def2/J DEFGRID3
* xyz 0 1
C -9.0408 -0.2781 -0.5724
C -7.8577 -1.2668 -0.2179
C -6.5458 -0.4540 0.1008
C -5.5607 -1.5574 0.5324
C -4.3047 -1.0167 0.8692
C -3.6355 -0.2195 -0.0538
C -2.3602 0.3571 0.5474
C -1.5514 1.2183 -0.8709
C -0.3718 2.0259 -0.3682
C 0.8353 1.1344 0.3693
C 1.3864 0.3833 -0.5609
C 2.4971 -0.5023 -0.0550
C 3.8049 0.0652 0.4118
C 4.4374 1.1473 -0.5660
H 3.7171 1.8050 -1.0990
H 4.6384 0.3675 -1.3013
O 5.5826 1.6455 -0.1039
C 6.6442 1.0916 0.1169
C 7.9869 1.7530 0.4225
C 8.7366 0.6035 0.6059
C 8.0097 -0.5392 -0.0475
C 8.3547 -1.8134 0.0111
O 9.5816 -2.2083 0.1303
O 7.4202 -2.6538 -0.4207
H 7.8208 -3.4351 -0.9427
O 6.8531 -0.1357 -0.2432
H 9.8076 0.3663 0.7737
H 8.1163 2.8195 0.7365
H 3.3922 0.8909 1.4306
H 4.5724 -0.4629 1.0097
H 2.2329 -1.0495 0.8531
H 2.9360 -1.3475 -0.8115
H 0.7270 -0.5007 -0.8818
H 1.7707 0.5830 -1.4925
H 0.3723 0.5812 1.2502
H 1.5941 2.0840 0.7747
H 0.1256 2.5437 -1.3015
H -0.6619 2.7690 0.7130
H -2.2396 1.9342 -1.2190
H -1.3384 0.5964 -1.4045
H -2.4047 1.1226 1.3390
H -1.7799 -0.2301 1.0385
H -4.3048 0.6137 -0.4954
H -3.4178 -0.9901 -0.8756
H -4.6752 -0.0545 1.7326
H -3.5149 -1.6569 1.4494
H -5.3050 -2.3083 -0.2273
H -5.8697 -2.2810 1.4192
H -6.8589 0.2617 0.8310
H -6.5024 0.0839 -0.6964
H -8.3343 -1.7632 0.6118
H -7.8038 -1.9376 -1.0638
H -9.1113 0.5039 0.0319
H -9.9472 -0.8879 -0.7935
H -8.6556 0.1991 -1.4265
*
```

Results of the Löwdin charge analysis, in e, for atoms 1 through 6: atom 1 (C): -0.10, atom 2 (C): -0.23, atom 3 (C): -0.17, atom 4 (C): -0.26, atom 5 (C): -0.37, atom 6 (C): -0.31


(3)
ORCA calculation (ωB97M-V/def2-TZVPD) on an isolated molecule of C7H17N2PS.

Its LUMO energy is 0.711 eV. As for the SMILES: CCCCC/C=C/P(N)(N)=S. The energy relative to the best compared isomer or geometry (same formula, charge and spin) comes out at 0.000 eV. For the HOMO energy, the calculation gives -8.71 eV. The calculation puts the total energy at -1125.974199 hartree. The maximum force is 0.0729 hartree/bohr.

```
! RIJCOSX wB97M-V def2-TZVPD def2/J DEFGRID3
* xyz 0 1
C 3.4099 1.4487 -0.8033
C 2.7844 0.5114 0.2211
C 1.8495 -0.5079 -0.4262
C 1.2428 -1.4571 0.6083
C 0.0856 -2.2788 0.0488
C -1.2057 -1.5522 -0.1290
C -1.4563 -0.2747 0.1273
P -3.1166 0.3942 -0.0698
N -2.9960 1.7947 -0.9592
N -3.1965 1.2460 1.9456
S -4.5660 -0.7547 -0.6272
H 2.6415 1.9991 -1.3421
H 4.0009 0.8882 -1.5255
H 4.0620 2.1686 -0.3127
H 3.5741 -0.0192 0.7590
H 2.2248 1.0980 0.9546
H 1.0543 0.0168 -0.9592
H 2.4070 -1.0891 -1.1655
H 2.0222 -2.1394 0.9567
H 0.8980 -0.8906 1.4763
H 0.3724 -2.7117 -0.9165
H -0.1202 -3.1224 0.7159
H -2.0184 -2.1666 -0.5033
H -0.7359 0.4175 0.5342
H -2.1105 2.2791 -1.0057
H -3.5879 1.8746 -1.7715
H -3.6195 2.1544 1.7668
H -3.9000 0.6730 2.4022
*
```

Results of the Löwdin charge analysis, in e, for atoms 1 through 6: atom 1 (C): -0.12, atom 2 (C): -0.28, atom 3 (C): -0.24, atom 4 (C): -0.22, atom 5 (C): -0.20, atom 6 (C): -0.17


(4)
ORCA calculation (ωB97M-V/def2-TZVPD) on C5H5NO as an isolated structure.

Its LUMO energy is -0.211 eV. The energy relative to the best compared isomer or geometry (same formula, charge and spin) comes out at 1.879 eV. For the HOMO energy, the calculation gives -9.89 eV. The calculation puts the total energy at -323.450635 hartree. The maximum force is 0.0744 hartree/bohr.

```
! RIJCOSX wB97M-V def2-TZVPD def2/J DEFGRID3
* xyz 0 1
C 0.0433 1.3195 -1.2783
C 0.3693 0.5908 -0.0445
C -0.8788 -1.6627 0.1707
N 1.1938 0.8802 0.9282
C 0.8206 -0.2112 1.6542
C -0.1495 -0.6093 0.5138
O 1.0784 -0.6401 2.7494
H -0.3730 2.2988 -1.0280
H 0.9586 1.4734 -1.8555
H -0.6806 0.7660 -1.8795
H -1.0742 -2.4507 0.8913
H -1.3079 -1.7548 -0.8218
*
```

Results of the Löwdin charge analysis, in e, for atoms 1 through 6: atom 1 (C): 0.01, atom 2 (C): -0.27, atom 3 (C): 0.11, atom 4 (N): 0.21, atom 5 (C): -0.43, atom 6 (C): -0.18


(5)
ORCA calculation (ωB97M-V/def2-TZVPD) on a 6-piece molecular cluster, C10H32ClN6O5 overall.

Its LUMO energy is 2.346 eV. The energy relative to the best compared isomer or geometry (same formula, charge and spin) comes out at 0.301 eV. For the HOMO energy, the calculation gives -3.78 eV. The calculation puts the total energy at -1565.154823 hartree. The maximum force is 0.1019 hartree/bohr.

```
! RIJCOSX wB97M-V def2-TZVPD def2/J DEFGRID3
* xyz -1 1
Cl 9.3042 -14.2416 4.0138
C 7.8068 -18.9835 8.5972
O 6.8527 -18.6550 7.8916
N 9.0650 -19.0094 8.2496
N 7.7711 -19.2783 9.9048
H 9.8452 -19.4746 8.6911
H 9.2128 -18.6086 7.3344
H 7.0339 -18.9453 10.5095
H 8.6636 -19.7022 10.1146
C 8.2479 -14.2154 -3.4792
O 7.3182 -14.0126 -4.2397
N 8.0809 -14.3460 -2.1816
N 9.4922 -14.3501 -3.8706
H 7.1576 -14.3303 -1.7724
H 8.7647 -14.3524 -1.4384
H 9.8246 -14.2737 -4.8213
H 9.9861 -14.8268 -3.1297
C 9.2869 -11.9728 11.4179
C 8.7413 -10.5794 11.1503
C 9.6036 -9.3573 11.4131
O 8.9843 -8.1035 11.0103
C 9.3535 -6.9844 11.7909
N 8.3581 -10.4615 9.7394
H 9.5960 -12.0307 12.4616
H 10.0686 -12.2702 10.7189
H 8.4861 -12.7122 11.4090
H 7.8500 -10.4522 11.7647
H 10.5391 -9.3489 10.8538
H 9.7542 -9.3097 12.4916
H 10.3931 -6.7121 11.9728
H 8.8156 -7.0679 12.7352
H 9.0237 -6.1430 11.1816
H 9.0698 -10.9004 9.1729
H 8.5419 -9.4808 9.5828
C 13.0198 -19.8791 0.5868
C 13.0898 -19.1515 -0.7637
C 12.2488 -19.7531 -1.8711
O 12.8154 -21.0209 -2.1723
C 12.2111 -21.5394 -3.3688
N 12.9978 -17.7413 -0.5282
H 13.4356 -20.8804 0.4744
H 12.0273 -19.9363 1.0336
H 13.6458 -19.4244 1.3546
H 14.1112 -19.3109 -1.1093
H 12.2188 -19.2012 -2.8106
H 11.2139 -19.9363 -1.5821
H 12.6103 -22.5531 -3.4025
H 12.3709 -20.8927 -4.2316
H 11.1308 -21.5892 -3.2328
H 13.7096 -17.5372 0.1586
H 12.2067 -17.4166 0.0092
O 14.3411 -14.4192 5.5009
H 14.4657 -14.9621 6.2794
H 13.3957 -14.2761 5.4570
*
```

Results of the Löwdin charge analysis, in e, for atoms 1 through 6: atom 1 (Cl): -0.99, atom 2 (C): -0.74, atom 3 (O): 0.03, atom 4 (N): 0.14, atom 5 (N): 0.13, atom 6 (H): 0.11


(6)
ORCA calculation (ωB97M-V/def2-TZVPD) on C64H103AsF6N9O3 as an isolated structure.

Its LUMO energy is -14.428 eV. For the HOMO energy, the calculation gives -21.59 eV. The calculation puts the total energy at -6051.358678 hartree. The maximum force is 0.0578 hartree/bohr.

```
! RIJCOSX wB97M-V def2-TZVPD def2/J DEFGRID3
* xyz 7 1
C -13.0446 11.5457 -2.4224
N -12.5188 11.0108 -3.6999
C -12.0309 9.7516 -3.7067
C -11.5639 9.1711 -4.8656
C -11.6162 9.8871 -6.0523
C -12.0249 11.2045 -6.0056
C -12.3969 11.7885 -4.7893
C -11.2163 9.2535 -7.3236
C -10.1637 8.3452 -7.2837
C -9.7857 7.6533 -8.4209
N -10.3441 7.9670 -9.5946
C -11.4001 8.8263 -9.6710
C -11.8054 9.5463 -8.5658
C -9.8553 7.2698 -10.7987
H -12.7517 10.8949 -1.6016
H -14.1224 11.3698 -2.4834
H -12.8054 12.5810 -2.2066
H -12.0646 9.1641 -2.7992
H -11.1774 8.1602 -4.8207
H -12.2390 11.8163 -6.8724
H -12.9007 12.7449 -4.7371
H -9.6080 8.1089 -6.3855
H -8.9022 7.0287 -8.4592
H -11.7276 8.9571 -10.6918
H -12.6068 10.2634 -8.6751
H -10.3056 6.2750 -10.7459
H -8.7920 7.0821 -10.6778
H -10.1501 7.8014 -11.6957
C -5.8658 4.5930 -12.3905
N -4.6139 5.3763 -12.5667
C -4.6488 6.7220 -12.5871
C -3.5649 7.4662 -13.0073
C -2.3475 6.8608 -13.3024
C -2.2725 5.4757 -13.0070
C -3.4192 4.7562 -12.7370
C -1.2218 7.5161 -13.9807
C 0.0855 7.3940 -13.4978
C 1.0899 8.0934 -14.1379
N 0.8979 8.7585 -15.2795
C -0.3525 8.8297 -15.7882
C -1.4325 8.2160 -15.1728
C 1.9830 9.5400 -15.9360
H -5.6752 3.7891 -11.6825
H -6.0515 4.1532 -13.3714
H -6.6522 5.2398 -12.0219
H -5.5675 7.2705 -12.4386
H -3.7955 8.5032 -13.2177
H -1.3269 4.9655 -13.1286
H -3.4337 3.6792 -12.6476
H 0.3242 6.7771 -12.6438
H 2.0519 8.0883 -13.6390
H -0.4358 9.4596 -16.6638
H -2.4235 8.3348 -15.5851
H 2.9082 9.0884 -15.5876
H 1.8083 10.5699 -15.6293
H 1.9771 9.4823 -17.0222
C -7.4951 1.0975 -10.9678
N -8.3318 1.6255 -12.0833
C -8.0233 1.3213 -13.3583
C -8.8081 1.8134 -14.3840
C -9.8995 2.6296 -14.0895
C -10.1817 2.9258 -12.7536
C -9.4001 2.3599 -11.7437
C -10.7213 3.2099 -15.2108
C -11.1625 2.4026 -16.2414
C -11.9385 2.9120 -17.2890
N -12.1950 4.2239 -17.3263
C -11.7755 5.0585 -16.3528
C -11.0526 4.5639 -15.2816
C -12.9306 4.7473 -18.5140
H -6.4488 1.2280 -11.2322
H -7.7481 0.0573 -10.7774
H -7.7199 1.7197 -10.1017
H -7.0816 0.8142 -13.5142
H -8.4686 1.5870 -15.3864
H -11.0228 3.5827 -12.5804
H -9.6086 2.4428 -10.6826
H -10.8876 1.3568 -16.1843
H -12.1924 2.2404 -18.0986
H -11.9917 6.1013 -16.5291
H -10.7088 5.2991 -14.5668
H -13.8938 4.2466 -18.5949
H -12.3232 4.5966 -19.4015
H -13.1428 5.7851 -18.2724
C -14.5470 2.0715 -11.1154
C -14.9997 1.7403 -9.7032
C -14.2237 2.5387 -8.6401
C -14.4491 4.0600 -8.6965
N -13.5831 4.8607 -7.6951
C -13.7664 4.4612 -6.2220
C -14.4699 5.6993 -5.5971
C -15.1446 6.4048 -6.7387
C -14.0910 6.3103 -7.8204
C -12.1495 4.7743 -8.1299
H -14.6510 3.1447 -11.2856
H -15.2081 1.5513 -11.8162
H -13.6007 1.6062 -11.3980
H -14.7292 0.6862 -9.6106
H -16.0585 1.8515 -9.4808
H -13.1381 2.4208 -8.6616
H -14.4953 2.1917 -7.6407
H -15.4747 4.3866 -8.5377
H -14.0938 4.4588 -9.6465
H -12.8295 4.2935 -5.7045
H -14.4230 3.5972 -6.1720
H -13.6183 6.1974 -5.1290
H -15.1838 5.4531 -4.8133
H -15.3311 7.4697 -6.5885
H -16.0867 5.9282 -7.0035
H -13.1781 6.8893 -7.6755
H -14.4776 6.4865 -8.8236
H -11.5427 5.3406 -7.4248
H -12.0621 5.0953 -9.1661
H -11.8604 3.7329 -8.0187
C -3.8465 4.2910 -9.2668
C -4.1996 3.7394 -7.8871
C -3.9602 4.7330 -6.7295
C -5.2190 5.6140 -6.6159
N -4.9498 7.0105 -6.0074
C -4.1469 6.8488 -4.7275
C -4.8237 7.8670 -3.8390
C -6.3119 7.7257 -4.0669
C -6.2825 7.6910 -5.6285
C -4.2134 7.8702 -6.9868
H -4.4525 5.1788 -9.5033
H -4.0832 3.5552 -10.0401
H -2.8151 4.6081 -9.4204
H -3.5090 2.8945 -7.8099
H -5.1818 3.2708 -7.8033
H -3.0444 5.3006 -6.8980
H -3.8442 4.1493 -5.8182
H -5.8336 5.0217 -5.9418
H -5.6732 5.7646 -7.5920
H -3.1082 7.1103 -4.9167
H -4.1940 5.8406 -4.3253
H -4.5061 8.8924 -4.0470
H -4.4840 7.7053 -2.8139
H -6.8561 8.5757 -3.6633
H -6.6984 6.8123 -3.6181
H -6.2797 8.7495 -5.8918
H -7.1350 7.2173 -6.1112
H -3.3938 7.3103 -7.4263
H -3.8620 8.7651 -6.4772
H -4.9592 8.1951 -7.7104
C -4.8387 -1.5113 -7.4609
C -4.5274 -0.0734 -7.0226
C -5.4690 0.5497 -5.9711
C -6.9397 0.4381 -6.3642
N -7.9177 0.6840 -5.2225
C -9.3430 0.4606 -5.6289
C -10.0735 0.0218 -4.3433
C -8.9836 -0.6255 -3.4536
C -7.6527 -0.3378 -4.1293
C -7.8144 2.0835 -4.7029
H -4.0176 -1.9560 -8.0200
H -5.6563 -1.5202 -8.1907
H -5.1233 -2.1741 -6.6444
H -4.5230 0.6023 -7.8827
H -3.5322 -0.1524 -6.5837
H -5.1540 1.5373 -5.6380
H -5.2482 -0.1203 -5.1336
H -7.2312 -0.5746 -6.6427
H -7.2753 1.0754 -7.1860
H -9.8052 1.3644 -6.0122
H -9.4058 -0.4265 -6.2587
H -10.4388 0.8745 -3.7652
H -10.9697 -0.5882 -4.4291
H -9.0136 -0.1549 -2.4729
H -9.1256 -1.6912 -3.2888
H -6.8995 -0.0144 -3.4112
H -7.1981 -1.2354 -4.5494
H -8.1122 2.7567 -5.5009
H -6.8177 2.2399 -4.3018
H -8.5550 2.2745 -3.9282
As -10.2390 5.4946 -3.9286
F -11.1247 6.0959 -5.3119
F -11.7479 4.9929 -3.2405
F -9.3653 4.9307 -2.5372
F -8.6968 5.9624 -4.6570
F -10.3466 7.0655 -3.1373
F -10.1252 3.9490 -4.8065
O -8.2681 4.8462 -7.5035
C -8.3898 4.0046 -8.5860
O -9.1241 2.9939 -8.3661
O -7.7594 4.1588 -9.6764
H -8.6605 4.1914 -6.8787
*
```

Results of the Löwdin charge analysis, in e, for atoms 1 through 6: atom 1 (C): 0.06, atom 2 (N): -0.06, atom 3 (C): 0.05, atom 4 (C): 0.05, atom 5 (C): -0.14, atom 6 (C): 0.06


(7)
ORCA calculation (ωB97M-V/def2-TZVPD) on an isolated molecule of C5H7NO2.

Its LUMO energy is 0.712 eV. As for the SMILES: CC1=NO[C@@H]2C[C@H]2O1. The energy relative to the best compared isomer or geometry (same formula, charge and spin) comes out at 8.094 eV. For the HOMO energy, the calculation gives -9.25 eV. The calculation puts the total energy at -399.668100 hartree. The maximum force is 0.0951 hartree/bohr.

```
! RIJCOSX wB97M-V def2-TZVPD def2/J DEFGRID3
* xyz 0 1
C -2.6030 -0.2301 0.1091
C -1.1815 0.1683 -0.0304
N -0.8025 1.3147 -0.3036
O 0.5564 1.6141 -0.0824
C 1.3586 0.5403 0.5108
C 2.4851 -0.3955 -0.1090
C 1.0210 -0.7252 -0.3908
O -0.3961 -1.1358 0.0289
H -3.4507 0.5192 -0.4153
H -2.7824 -0.8960 -0.6261
H -2.9614 -0.4834 1.1532
H 1.4713 0.5967 1.6426
H 3.0797 -0.7493 0.6038
H 3.2808 -0.0898 -0.8722
H 0.9247 -0.0480 -1.2186
*
```

Results of the Löwdin charge analysis, in e, for atoms 1 through 6: atom 1 (C): -0.03, atom 2 (C): -0.35, atom 3 (N): 0.12, atom 4 (O): -0.12, atom 5 (C): -0.18, atom 6 (C): -0.01


(8)
ORCA calculation (ωB97M-V/def2-TZVPD) on C8H24O8 as an isolated structure.

Its LUMO energy is 0.272 eV. The energy relative to the best compared isomer or geometry (same formula, charge and spin) comes out at 7.375 eV. For the HOMO energy, the calculation gives -8.71 eV. The calculation puts the total energy at -920.795851 hartree. The maximum force is 0.1722 hartree/bohr.

```
! RIJCOSX wB97M-V def2-TZVPD def2/J DEFGRID3
* xyz 0 1
C -1.2566 3.4080 0.5354
C -1.6898 4.7909 0.0622
O -1.2609 5.8855 0.7321
O 0.0766 3.0821 0.4139
H -1.8684 2.8368 -0.1628
H -1.2729 3.3019 1.6201
H -2.7652 4.8715 -0.0966
H -1.3696 4.9577 -0.9662
H -1.1691 6.5756 0.0710
H 0.4894 3.6619 1.0581
C -0.5650 0.8723 0.0839
C -0.8471 -0.6699 0.3450
O -0.4787 -1.4631 -0.7026
O 0.7270 1.2998 0.4369
H -1.2503 1.5123 0.6396
H -0.7739 1.0573 -0.9698
H -1.9183 -0.8194 0.4800
H -0.3226 -1.1250 1.1852
H 0.4633 -1.4648 -0.8877
H 0.9677 2.1723 0.1167
C 2.1131 -0.6693 2.0441
C 1.1551 -1.2426 3.0609
O 1.7468 -1.2265 4.4010
O 1.7468 -0.5829 0.7317
H 2.9903 -1.3105 1.9587
H 2.3860 0.3662 2.2478
H 0.6244 -2.1585 2.8012
H 0.3045 -0.5799 3.2203
H 2.3631 -1.9566 4.4940
H 1.2430 0.2177 0.5680
C -0.3420 -4.2217 -2.5101
C 0.2620 -2.9830 -3.1891
O 0.8559 -2.2399 -2.2333
O -0.9931 -5.1701 -3.3806
H -0.9975 -3.9483 -1.6833
H 0.4375 -4.8865 -2.1378
H -0.5725 -2.4252 -3.6141
H 1.0125 -3.3489 -3.8898
H 1.2501 -1.5416 -2.7611
H -1.5017 -4.8354 -4.1228
*
```

Results of the Löwdin charge analysis, in e, for atoms 1 through 6: atom 1 (C): -0.22, atom 2 (C): -0.29, atom 3 (O): -0.03, atom 4 (O): -0.08, atom 5 (H): 0.13, atom 6 (H): 0.16